A cluster of 9 separate species, C39H81Br16FNO4P in total, computed with wB97M-V/def2-TZVPD.

Results
SMILES: CC[C@H](F)P(CCCCO)(CCC(N)=O)(OC[C@@H](C)CC(C)C)OC[C@@H](C)C(C)C.BrCCBr.BrCCBr.BrCCBr.BrCCBr.BrCCBr.BrCCBr.BrCCBr.BrCCBr
DFT total energy (hartree): -43515.711609
Gap between HOMO and LUMO (eV): 9.35
Strongest force on any atom (Eh/bohr): 0.05337

Geometry (Å):
C (2.024475, -2.718764, 1.689490)
C (1.815895, -1.292895, 2.301337)
C (1.091044, -1.461160, 3.623517)
F (-0.200421, -1.915944, 3.323555)
P (0.917290, -0.033390, 4.836348)
C (1.696660, 1.619403, 4.998117)
C (0.689534, 2.695327, 5.546381)
C (0.782783, 4.021301, 4.750187)
C (-0.431197, 4.917333, 5.046406)
O (-1.600222, 4.471320, 4.369684)
C (-0.426950, -0.297588, 6.129955)
C (-0.712436, -1.798860, 6.403138)
C (-2.095494, -2.197656, 5.886496)
N (-3.204384, -1.271022, 5.969406)
O (-2.238640, -3.264634, 5.401188)
O (-0.382129, 0.571244, 3.851952)
C (-0.136320, 1.313804, 2.674007)
C (-1.113066, 0.839600, 1.571229)
C (-2.540145, 0.740006, 2.174454)
C (-1.101105, 1.768460, 0.318378)
C (-1.209447, 0.998884, -1.016886)
C (-2.465218, 0.108055, -1.118514)
C (0.039269, 0.118715, -1.328537)
O (1.929450, -0.860605, 5.946429)
C (3.325916, -0.845379, 6.002831)
C (4.225136, -1.004406, 4.753252)
C (4.588710, 0.327244, 4.053088)
C (5.606313, -1.538575, 5.301816)
C (6.494216, -2.080877, 4.123791)
C (6.409002, -0.477271, 6.098057)
H (1.073818, -2.958993, 1.195676)
H (2.785625, -2.726988, 0.904434)
H (2.187705, -3.478879, 2.459818)
H (1.251501, -0.751854, 1.536642)
H (2.807677, -0.831189, 2.334809)
H (1.550518, -2.296979, 4.160312)
H (2.153100, 2.036189, 4.093304)
H (2.511955, 1.689738, 5.729777)
H (0.960274, 2.978664, 6.569999)
H (-0.335456, 2.310960, 5.602407)
H (1.685980, 4.526579, 5.133963)
H (0.942903, 3.863557, 3.683882)
H (-0.202987, 5.953298, 4.775739)
H (-0.582020, 4.867763, 6.139707)
H (-1.922671, 3.711135, 4.874293)
H (-0.073985, 0.170179, 7.058010)
H (-1.330067, 0.238553, 5.842334)
H (-0.683194, -1.984668, 7.484288)
H (-0.020869, -2.491998, 5.926710)
H (-3.997226, -1.843995, 6.252120)
H (-3.383624, -0.973044, 5.009041)
H (0.899309, 1.334631, 2.294720)
H (-0.422419, 2.367140, 2.853813)
H (-0.881057, -0.181233, 1.233390)
H (-2.692437, 1.449810, 2.997714)
H (-3.307314, 0.897371, 1.404324)
H (-2.700619, -0.297527, 2.518729)
H (-0.176259, 2.365476, 0.257928)
H (-1.969184, 2.438786, 0.402715)
H (-1.272006, 1.758399, -1.804878)
H (-3.366961, 0.694969, -0.899072)
H (-2.546472, -0.241089, -2.158580)
H (-2.401871, -0.789554, -0.492582)
H (0.802772, 0.165357, -0.541801)
H (0.490000, 0.453144, -2.272434)
H (-0.251432, -0.941338, -1.462243)
H (3.628578, -1.671229, 6.668622)
H (3.701441, 0.037296, 6.556493)
H (3.930848, -1.787982, 4.044765)
H (4.755798, 1.126304, 4.780901)
H (5.447248, 0.222269, 3.383267)
H (3.765704, 0.694947, 3.422034)
H (5.464026, -2.398428, 5.969626)
H (7.511840, -1.686920, 4.208855)
H (6.026357, -1.829338, 3.168673)
H (6.585313, -3.167266, 4.234062)
H (7.105109, -0.919525, 6.819490)
H (5.801471, 0.273768, 6.611514)
H (7.037349, 0.066734, 5.378406)
Br (1.568047, 3.979493, 0.938657)
C (1.214005, 5.799669, 0.347104)
C (-0.259401, 6.101562, 0.426766)
Br (-1.239863, 5.270172, -1.036261)
H (1.620554, 5.895565, -0.655248)
H (1.774847, 6.440806, 1.025152)
H (-0.438730, 7.170269, 0.321685)
H (-0.712984, 5.749283, 1.350103)
Br (-1.520104, 2.752926, 9.583321)
C (-0.447000, 4.136521, 10.434826)
C (0.378152, 4.885307, 9.423797)
Br (1.917900, 3.840887, 8.853240)
H (0.154032, 3.648368, 11.196112)
H (-1.163204, 4.802697, 10.912215)
H (0.793723, 5.791559, 9.860610)
H (-0.180142, 5.141908, 8.527909)
Br (-6.961118, 3.750437, -3.769742)
C (-6.095207, 2.799869, -2.307705)
C (-4.857929, 3.517769, -1.838768)
Br (-3.371051, 3.254246, -3.066041)
H (-5.893239, 1.792991, -2.661138)
H (-6.837828, 2.760971, -1.512996)
H (-4.517280, 3.109009, -0.888021)
H (-4.998202, 4.590089, -1.738982)
Br (1.115576, -3.790450, -2.045375)
C (1.999464, -3.009703, -3.593173)
C (1.017906, -2.302220, -4.489018)
Br (-0.018643, -3.562928, -5.549920)
H (2.530862, -3.814340, -4.092491)
H (2.719350, -2.302844, -3.184151)
H (1.541312, -1.682356, -5.214900)
H (0.306253, -1.691206, -3.941382)
Br (-4.384058, -4.364467, -7.632907)
C (-3.211085, -4.906049, -9.088582)
C (-1.815020, -4.377654, -8.895876)
Br (-1.702710, -2.483716, -9.330367)
H (-3.671197, -4.562729, -10.010440)
H (-3.212768, -5.994208, -9.067514)
H (-1.124010, -4.868187, -9.579338)
H (-1.452607, -4.488742, -7.878782)
Br (-1.960964, -3.727206, -13.918841)
C (-0.828417, -2.362050, -13.114317)
C (-0.027981, -1.628454, -14.156413)
Br (1.474802, -2.695319, -14.783626)
H (-0.210991, -2.860052, -12.373310)
H (-1.514776, -1.683836, -12.611436)
H (0.418041, -0.730647, -13.732544)
H (-0.611878, -1.360988, -15.032141)
Br (-6.616131, -0.829111, -0.403766)
C (-7.184092, -0.952990, 1.455294)
C (-6.168164, -0.336881, 2.378864)
Br (-4.629833, -1.500756, 2.627545)
H (-7.364696, -2.003366, 1.662233)
H (-8.125253, -0.408155, 1.503951)
H (-6.586903, -0.201765, 3.374619)
H (-5.788410, 0.615097, 2.016410)
Br (3.959003, -5.674005, -20.058869)
C (3.820312, -4.722573, -18.365924)
C (2.624967, -5.177814, -17.571866)
Br (0.972986, -4.432903, -18.276021)
H (3.794180, -3.662749, -18.600744)
H (4.741796, -4.952088, -17.833947)
H (2.686635, -4.813678, -16.547332)
H (2.506001, -6.257086, -17.562863)

Cartesian forces (eV/Å) of the 6 atoms listed first:
C -1.01 0.57 -0.24
C 0.81 -1.14 -1.05
C 0.23 -0.05 -0.37
F 0.06 0.08 0.01
P -2.40 -0.37 1.28
C 0.31 1.38 0.73

Here are the Löwdin charges for atoms 1 to 99, given in e: atom 1 (C): -0.088, atom 2 (C): -0.202, atom 3 (C): -0.322, atom 4 (F): -0.024, atom 5 (P): 0.900, atom 6 (C): -0.186, atom 7 (C): -0.227, atom 8 (C): -0.194, atom 9 (C): -0.255, atom 10 (O): -0.068, atom 11 (C): -0.178, atom 12 (C): -0.119, atom 13 (C): -0.509, atom 14 (N): 0.096, atom 15 (O): 0.100, atom 16 (O): -0.350, atom 17 (C): -0.262, atom 18 (C): -0.311, atom 19 (C): -0.118, atom 20 (C): -0.184, atom 21 (C): -0.413, atom 22 (C): -0.090, atom 23 (C): -0.063, atom 24 (O): -0.329, atom 25 (C): -0.234, atom 26 (C): -0.294, atom 27 (C): -0.071, atom 28 (C): -0.377, atom 29 (C): -0.064, atom 30 (C): -0.082, atom 31 (H): 0.057, atom 32 (H): 0.064, atom 33 (H): 0.077, atom 34 (H): 0.081, atom 35 (H): 0.089, atom 36 (H): 0.117, atom 37 (H): 0.077, atom 38 (H): 0.085, atom 39 (H): 0.013, atom 40 (H): 0.091, atom 41 (H): 0.118, atom 42 (H): 0.035, atom 43 (H): 0.115, atom 44 (H): 0.104, atom 45 (H): 0.082, atom 46 (H): 0.092, atom 47 (H): 0.070, atom 48 (H): 0.125, atom 49 (H): 0.099, atom 50 (H): 0.082, atom 51 (H): 0.015, atom 52 (H): 0.093, atom 53 (H): 0.103, atom 54 (H): 0.118, atom 55 (H): 0.088, atom 56 (H): 0.050, atom 57 (H): -0.050, atom 58 (H): -0.001, atom 59 (H): 0.098, atom 60 (H): 0.064, atom 61 (H): 0.048, atom 62 (H): 0.081, atom 63 (H): 0.083, atom 64 (H): 0.065, atom 65 (H): 0.072, atom 66 (H): 0.048, atom 67 (H): 0.124, atom 68 (H): 0.109, atom 69 (H): 0.124, atom 70 (H): 0.080, atom 71 (H): 0.082, atom 72 (H): 0.052, atom 73 (H): 0.119, atom 74 (H): 0.070, atom 75 (H): 0.067, atom 76 (H): 0.073, atom 77 (H): 0.081, atom 78 (H): 0.065, atom 79 (H): 0.073, atom 80 (Br): 0.747, atom 81 (C): -0.655, atom 82 (C): -0.673, atom 83 (Br): 0.640, atom 84 (H): 0.051, atom 85 (H): 0.058, atom 86 (H): 0.057, atom 87 (H): 0.049, atom 88 (Br): 0.608, atom 89 (C): -0.694, atom 90 (C): -0.679, atom 91 (Br): 0.665, atom 92 (H): 0.050, atom 93 (H): 0.058, atom 94 (H): 0.059, atom 95 (H): 0.035, atom 96 (Br): 0.610, atom 97 (C): -0.712, atom 98 (C): -0.675, atom 99 (Br): 0.630